# 1
Below is a cluster of 5 separate species, C3H15NO3S in total, with properties calculated with ωB97M-V/def2-TZVPD.

```
! RIJCOSX wB97M-V def2-TZVPD def2/J DEFGRID3
* xyz 0 1
C 1.081 2.044 0.622
C 0.693 1.104 -0.516
C 0.119 -0.249 0.148
S -1.514 -0.049 0.786
N 1.812 0.700 -1.293
H 0.332 2.253 1.379
H 1.407 3.037 0.279
H 2.009 1.540 1.007
H -0.163 1.545 -1.078
H 0.203 -1.112 -0.543
H 0.787 -0.388 1.064
H 0.186 -2.294 -3.206
H 0.106 -2.489 -2.485
H 1.483 0.061 -2.016
H 2.466 0.183 -0.525
H 3.649 -0.977 0.653
O 2.922 -0.353 0.760
H -2.367 0.535 -1.095
H -3.199 1.478 -1.985
O -2.319 1.098 -1.890
H -1.267 -3.851 1.823
H -1.255 -2.308 1.664
O -1.087 -3.138 1.200
*
```

ΔE to the lowest compared entry with this formula, charge and spin ... 6.4997 eV
Gap between HOMO and LUMO ... 4.79 eV



# 2
Below is a cluster of 4 separate species, C3H15NO3S in total, with properties calculated with ωB97M-V/def2-TZVPD.

```
! RIJCOSX wB97M-V def2-TZVPD def2/J DEFGRID3
* xyz 0 1
C 1.214 -0.502 -2.093
N 0.316 -1.314 -1.234
C 0.148 -0.682 0.077
C -1.117 -1.155 0.770
S -1.205 -0.388 2.463
H 2.007 -0.034 -1.511
H 1.658 -1.147 -2.850
H 0.606 0.293 -2.522
H 0.524 -2.294 -1.242
H 0.029 0.386 -0.089
H 1.023 -0.800 0.727
H -1.146 -2.201 1.059
H -2.060 -0.901 0.307
H -0.271 -1.116 3.118
H -0.509 2.243 3.238
H -0.717 2.258 1.872
O -0.030 2.614 2.461
H 1.506 2.421 1.237
H 2.658 2.297 0.222
O 1.747 2.516 0.304
H -1.356 -0.848 -2.061
H -2.782 -0.539 -1.837
O -2.243 -1.105 -2.416
*
```

ΔE to the lowest compared entry with this formula, charge and spin ... 0.6727 eV
Gap between HOMO and LUMO ... 9.76 eV
SMILES string ... CNCCS.O.O.O



# 3
Below is a cluster of 5 separate species, C3H15NO4 in total, with properties calculated with ωB97M-V/def2-TZVPD.

```
! RIJCOSX wB97M-V def2-TZVPD def2/J DEFGRID3
* xyz 0 1
C 0.976 2.682 -0.079
C 0.994 1.338 0.553
C 1.961 0.388 0.391
N 2.056 -0.697 1.247
H 1.509 2.694 -1.018
H 1.498 3.401 0.542
H -0.068 3.008 -0.260
H 0.272 1.263 1.364
H 2.702 0.494 -0.402
H 2.500 -1.549 1.011
H 1.393 -0.628 1.970
H -1.953 -1.632 2.514
H -0.235 -1.865 2.879
O -1.173 -1.995 2.934
H -2.209 -0.751 -3.465
H -2.293 -1.477 -2.107
O -2.653 -1.478 -3.002
H -1.370 -1.733 0.996
H -0.915 -0.853 -0.653
O -1.262 -1.322 0.140
H -1.206 0.072 -2.544
H -0.001 0.360 -1.092
O -0.521 0.281 -1.920
*
```

ΔE to the lowest compared entry with this formula, charge and spin ... 4.3847 eV
Gap between HOMO and LUMO ... 9.00 eV
SMILES string ... C/C=C/N.O.O.O.O



# 4
Below is a structure of composition C3H15NO4, with properties calculated with ωB97M-V/def2-TZVPD.

```
! RIJCOSX wB97M-V def2-TZVPD def2/J DEFGRID3
* xyz 0 1
C -0.684 1.819 0.459
N -0.770 0.634 1.394
C 0.350 -0.296 1.234
C -0.239 -1.434 0.300
O -0.520 -0.997 -0.872
H 0.279 2.265 0.607
H -0.905 1.522 -0.556
H -1.415 2.545 0.814
H -0.766 1.013 2.357
H 0.718 -0.814 2.117
H 1.176 0.204 0.715
H -2.020 -1.595 1.326
H 0.249 -2.386 0.505
H -1.371 -1.603 0.824
H -3.550 -0.763 -1.461
H -2.076 -0.515 -1.078
O -2.939 -0.058 -1.230
H 1.567 -0.039 -2.818
H 0.746 -0.533 -1.569
O 1.678 -0.281 -1.896
H 4.232 0.218 -0.439
H 2.773 0.396 -0.668
O 3.486 0.697 -0.065
*
```

ΔE to the lowest compared entry with this formula, charge and spin ... 4.4727 eV
Gap between HOMO and LUMO ... 8.12 eV



# 5
Below is a cluster of 5 separate species, C3H15NO4 in total, with properties calculated with ωB97M-V/def2-TZVPD.

```
! RIJCOSX wB97M-V def2-TZVPD def2/J DEFGRID3
* xyz 0 1
C -0.846 0.375 -1.945
C -1.404 0.852 -0.829
N -0.854 0.794 0.448
C -1.773 0.828 1.581
H 0.117 -0.120 -1.953
H -1.339 0.497 -2.898
H -2.348 1.384 -0.894
H -0.150 0.068 0.559
H -1.184 0.954 2.489
H -2.408 1.706 1.467
H -2.378 -0.079 1.676
H 2.712 -2.157 -2.202
H 1.397 -2.229 -1.476
O 2.175 -1.659 -1.619
H -0.897 -1.958 -0.777
H 0.116 -2.157 0.303
O -0.230 -2.573 -0.497
H 1.839 0.132 1.339
H 2.136 -0.950 0.293
O 1.586 -0.776 1.086
H 0.626 1.988 0.953
H 1.628 3.012 1.462
O 1.477 2.066 1.432
*
```

ΔE to the lowest compared entry with this formula, charge and spin ... 0.5798 eV
Gap between HOMO and LUMO ... 9.21 eV
SMILES string ... C=CNC.O.O.O.O



# 6
Below is a cluster of 5 separate species, C3H15NO6 in total, with properties calculated with ωB97M-V/def2-TZVPD.

```
! RIJCOSX wB97M-V def2-TZVPD def2/J DEFGRID3
* xyz -1 2
C 0.875 1.883 -1.846
N 0.850 0.566 -1.582
C 1.947 -0.075 -0.914
C 2.175 0.337 0.570
O 1.264 1.355 0.991
O 0.037 2.471 -2.508
H 1.716 2.414 -1.384
H 0.024 0.002 -1.754
H 1.826 -1.157 -0.923
H 2.898 0.110 -1.425
H 2.209 -0.512 1.256
H 3.117 0.874 0.744
H 0.552 1.015 1.559
H -1.874 0.884 -3.678
H -2.358 1.579 -2.439
O -2.372 0.711 -2.867
H -0.114 -3.089 1.477
H -1.152 -3.330 0.409
O -0.889 -3.642 1.287
H -3.102 -1.804 1.540
H -2.163 -1.030 0.617
O -2.562 -1.004 1.506
H -1.140 -0.039 3.637
H -1.227 1.006 2.648
O -0.538 0.474 3.078
*
```

ΔE to the lowest compared entry with this formula, charge and spin ... 0.0000 eV
Gap between HOMO and LUMO (spin up / spin down) ... 3.17 / 9.88 eV



# 7
Below is a cluster of 5 separate species, C3H15O4S in total, with properties calculated with ωB97M-V/def2-TZVPD.

```
! RIJCOSX wB97M-V def2-TZVPD def2/J DEFGRID3
* xyz -1 1
C 2.178 0.709 -1.277
C 1.532 0.846 0.100
C 0.805 2.213 0.479
S -0.843 2.095 1.235
H 2.988 -0.043 -1.218
H 2.912 1.630 -1.439
H 1.502 0.605 -2.117
H 0.818 -0.008 0.254
H 2.353 0.668 0.825
H 0.838 2.828 -0.422
H 1.592 2.758 1.001
H 0.290 -0.128 1.901
H -0.792 -1.165 2.366
O 0.249 -0.990 2.366
H 0.032 -1.514 -2.516
H -1.224 -1.334 -1.775
O -0.651 -1.953 -2.202
H -2.047 -2.252 0.772
H -1.373 -2.485 2.277
O -2.246 -2.269 1.709
H -2.988 -0.687 -0.187
H -2.841 0.737 -1.080
O -3.083 -0.262 -1.051
*
```

ΔE to the lowest compared entry with this formula, charge and spin ... 2.7210 eV
Gap between HOMO and LUMO ... 6.43 eV



# 8
Below is a cluster of 4 separate species, C3H16N2O3 in total, with properties calculated with ωB97M-V/def2-TZVPD.

```
! RIJCOSX wB97M-V def2-TZVPD def2/J DEFGRID3
* xyz -1 2
N -0.325 -1.199 0.396
C -0.818 -0.829 1.740
C -2.178 -0.140 1.696
C -2.103 1.381 1.709
N -0.990 1.917 0.914
H 0.486 -0.645 0.171
H -1.045 -1.113 -0.307
H -0.907 -1.785 2.258
H -0.045 -0.207 2.182
H -2.667 -0.416 2.643
H -2.787 -0.509 0.875
H -3.025 1.908 1.473
H -1.996 1.793 2.716
H -0.200 2.231 1.438
H -1.239 2.400 0.076
H 0.403 -3.240 -1.165
H 0.276 -3.795 0.254
O 0.521 -4.039 -0.642
H 3.378 2.250 -5.301
H 4.145 1.538 -3.952
O 4.156 2.045 -4.781
H 2.303 -0.369 -0.833
H 2.428 0.347 -2.259
O 2.229 0.476 -1.300
*
```

ΔE to the lowest compared entry with this formula, charge and spin ... 0.7057 eV
Gap between HOMO and LUMO (spin up / spin down) ... 2.42 / 9.00 eV



# 9
Below is a cluster of 4 separate species, C3H16NO3 in total, with properties calculated with ωB97M-V/def2-TZVPD.

```
! RIJCOSX wB97M-V def2-TZVPD def2/J DEFGRID3
* xyz 1 1
C 1.173 0.531 0.028
C -0.134 0.296 -0.705
C -0.416 1.356 -1.774
N -0.068 -1.067 -1.378
H 1.353 -0.190 0.790
H 2.060 0.495 -0.607
H 1.179 1.461 0.530
H -1.076 0.257 0.000
H 0.437 1.337 -2.496
H -0.459 2.333 -1.232
H -1.297 1.142 -2.374
H 0.039 -1.793 -0.664
H -0.945 -1.276 -1.846
H 0.717 -1.072 -2.045
H -0.200 -2.797 1.400
H 0.681 -3.760 0.629
O 0.299 -2.908 0.598
H -2.040 -2.705 3.022
H -0.948 -1.773 3.577
O -1.258 -2.186 2.748
H -0.257 4.169 1.102
H 0.893 4.428 0.233
O 0.267 3.724 0.467
*
```

ΔE to the lowest compared entry with this formula, charge and spin ... 0.1244 eV
Gap between HOMO and LUMO ... 12.04 eV



# 10
Below is a cluster of 5 separate species, C3H16NO3S in total, with properties calculated with ωB97M-V/def2-TZVPD.

```
! RIJCOSX wB97M-V def2-TZVPD def2/J DEFGRID3
* xyz 1 1
C 0.641 -0.350 3.659
C 0.886 -0.482 2.158
C -0.512 -0.804 1.522
S -0.304 -1.286 -0.128
N 1.398 0.750 1.607
H 1.572 -0.118 4.175
H 0.313 -1.291 4.089
H -0.095 0.428 3.837
H 1.535 -1.356 2.007
H -1.133 -1.530 2.047
H -1.051 0.170 1.571
H -0.211 -2.865 -3.140
H -0.293 -2.131 -3.267
H 1.464 0.743 0.592
H 2.373 0.857 1.863
H -1.501 1.991 -3.634
H -0.525 2.832 -4.385
O -0.577 2.264 -3.603
H 0.624 1.218 -2.458
H 1.031 0.147 -1.448
O 1.396 0.804 -2.026
H -1.550 0.101 -1.548
H -3.083 -0.256 -1.483
O -2.396 0.163 -2.006
*
```

ΔE to the lowest compared entry with this formula, charge and spin ... 6.9329 eV
Gap between HOMO and LUMO ... 4.53 eV



# 11
Below is a cluster of 5 separate species, C3H16NO4 in total, with properties calculated with ωB97M-V/def2-TZVPD.

```
! RIJCOSX wB97M-V def2-TZVPD def2/J DEFGRID3
* xyz 0 2
C 1.611 1.550 1.252
C 0.199 1.544 0.874
C -0.566 2.701 0.778
N -0.520 0.341 0.438
H 1.913 0.681 1.923
H 2.451 1.491 0.541
H 1.776 2.372 1.951
H -1.488 2.815 0.204
H -0.113 3.676 0.872
H -1.509 0.502 0.252
H -0.239 -0.394 1.110
H -0.191 0.023 -0.482
H -2.322 -2.212 1.167
H -2.192 -1.866 2.584
O -2.018 -1.474 1.712
H -2.083 -1.580 -2.363
H -0.625 -1.566 -2.003
O -1.502 -1.351 -1.634
H 1.968 -2.124 0.261
H 2.751 -0.928 0.420
O 1.838 -1.168 0.230
H 1.627 -1.120 -3.306
H 0.592 -0.002 -3.429
O 0.907 -0.697 -2.833
*
```

ΔE to the lowest compared entry with this formula, charge and spin ... 2.4305 eV
Gap between HOMO and LUMO (spin up / spin down) ... 2.90 / 7.99 eV